1.
ORCA calculation (ωB97M-V with the def2-TZVPD basis set) on the ion C3H7N4S with charge +1.

For the orbital gap, the calculation gives 7.9 eV. The charge is +1. Its HOMO energy is -11.59 eV. Its spin multiplicity is 1.

Last column: Mulliken charge in e.
Positions of all 15 atoms, in Å:
C (-1.367, -1.271, 1.158)  -0.022
C (0.070, 0.426, 1.387)  -0.051
C (1.255, 0.320, -0.574)  -0.426
N (-0.764, -0.409, 2.063)  -0.101
N (-0.831, -0.867, -0.125)  -0.303
N (0.133, 0.054, 0.160)  0.363
N (0.877, 0.692, -2.033)  -0.351
S (-2.622, -2.233, 1.356)  -0.294
H (0.670, 1.324, 1.719)  0.350
H (2.009, 1.010, -0.193)  0.209
H (-1.288, -0.209, 2.913)  0.327
H (-0.716, -1.485, -0.845)  0.224
H (0.341, 0.108, -2.612)  0.312
H (1.859, 0.984, -2.446)  0.409
H (0.373, 1.555, -1.925)  0.353

2.
ORCA calculation (ωB97M-V with the def2-TZVPD basis set) on a cluster of 2 separate species, C4H9BrN in total.

For the orbital gap, the calculation gives 10.7 eV. The charge is +1. Its HOMO energy is -13.90 eV. Its spin multiplicity is 1.

Last column: Mulliken charge in e.
Positions of all 15 atoms, in Å:
C (0.415, -0.759, 0.663)  -0.310
C (-0.033, -0.067, 1.828)  -0.292
C (-2.069, 1.792, -0.523)  -0.750
C (-0.976, 1.190, -0.087)  -0.008
N (-0.917, -0.069, 0.675)  0.013
Br (4.242, -0.742, -0.812)  -0.227
H (1.284, -0.434, 0.168)  0.202
H (0.545, -1.820, 0.536)  0.299
H (-0.256, -0.674, 2.665)  0.296
H (0.302, 0.925, 2.052)  0.265
H (-1.853, 2.526, -1.216)  0.266
H (4.444, 0.169, -1.917)  0.229
H (-3.116, 1.602, -0.242)  0.278
H (-0.026, 1.635, -0.126)  0.366
H (-1.805, -0.603, 0.538)  0.373

3.
ORCA calculation (ωB97M-V with the def2-TZVPD basis set) on the molecule C15H16N2O2S.

Its SMILES is O=C(Nc1cccc(N2CCOCC2)c1)c1cccs1. For the orbital gap, the calculation gives 8.4 eV. Its HOMO energy is -7.84 eV. Its spin multiplicity is 1.

Last column: Mulliken charge in e.
Positions of all 36 atoms, in Å:
O (-3.480, -2.288, 0.702)  -0.653
C (-2.672, -1.431, 0.397)  0.231
N (-1.368, -1.757, 0.159)  -0.048
C (-0.356, -1.008, -0.460)  -0.462
C (-0.629, -0.153, -1.524)  -0.128
C (0.418, 0.530, -2.111)  -1.222
C (1.717, 0.379, -1.665)  -0.475
C (2.014, -0.488, -0.608)  0.899
N (3.308, -0.738, -0.179)  -0.038
C (3.605, -0.833, 1.238)  -0.665
C (4.011, 0.547, 1.780)  -0.578
O (5.115, 1.074, 1.080)  -0.414
C (4.839, 1.182, -0.300)  -0.374
C (4.450, -0.185, -0.876)  -1.002
C (0.949, -1.184, -0.026)  -0.082
C (-3.020, -0.002, 0.353)  0.041
C (-2.289, 1.082, 0.757)  -0.056
C (-3.017, 2.285, 0.687)  -0.680
C (-4.288, 2.097, 0.237)  -0.351
S (-4.630, 0.450, -0.090)  -0.128
H (-1.136, -2.714, 0.396)  0.273
H (-1.637, -0.039, -1.889)  0.529
H (0.219, 1.196, -2.937)  0.384
H (2.494, 0.948, -2.149)  0.293
H (2.746, -1.198, 1.796)  0.307
H (4.438, -1.532, 1.368)  0.328
H (4.318, 0.479, 2.825)  0.390
H (3.151, 1.232, 1.696)  0.307
H (5.751, 1.561, -0.763)  0.360
H (4.021, 1.903, -0.460)  0.327
H (4.252, -0.124, -1.945)  0.504
H (5.287, -0.875, -0.721)  0.362
H (1.131, -1.893, 0.767)  0.466
H (-1.272, 1.018, 1.100)  0.501
H (-2.614, 3.244, 0.958)  0.390
H (-5.048, 2.835, 0.078)  0.464

4.
ORCA calculation (ωB97M-V with the def2-TZVPD basis set) on the ion C6H10N3O3 with charge +1.

For the orbital gap (spin up / spin down), the calculation gives 6.8 / 8.4 eV. The charge is +1. Its HOMO energy (spin up / spin down) is -9.95 / -14.98 eV. Its spin multiplicity is 3.

Last column: Mulliken charge in e.
Positions of all 22 atoms, in Å:
C (0.563, 0.364, 0.465)  0.342
C (-1.899, 0.850, 0.072)  0.824
C (1.367, -0.710, 0.089)  0.400
C (1.117, 1.672, 0.667)  0.352
C (0.660, -1.752, -0.739)  -1.017
C (-2.208, -1.649, -0.423)  -0.888
N (-0.787, 0.232, 0.648)  -0.280
N (-1.651, -0.312, -0.470)  -0.315
N (0.314, 2.645, 0.391)  -0.148
O (-2.345, 1.932, 0.221)  -0.505
O (2.620, -1.010, 0.357)  -0.460
O (2.414, 1.724, 0.753)  -0.436
H (0.532, -2.690, -0.221)  0.346
H (1.289, -2.114, -1.560)  0.451
H (-0.225, -1.260, -1.209)  0.300
H (-1.792, -2.153, -1.303)  0.387
H (-2.033, -2.242, 0.516)  0.347
H (-3.397, -1.679, -0.497)  0.333
H (2.855, -0.446, 1.173)  0.398
H (-0.617, 2.376, 0.159)  -0.003
H (0.584, 3.588, 0.369)  0.207
H (2.640, 2.634, 0.540)  0.364